(1)
Computed, not measured: an isolated molecule of C6H5ClFNO2S in a non-equilibrium geometry, with the ωB97M-V functional and the def2-TZVPD basis.

Values from the calculation:
ΔE to the lowest compared entry with this formula, charge and spin (kcal per mole): 77.8
Orbital gap (hartree): 0.2809
HOMO (eV): -8.68
Structure (SMILES): O=[N+]([O-])\C(Cl)=C(F)/C=C\C=C\S
Total energy (eV): -37958.043

```
17
Properties=species:S:1:pos:R:3:forces:R:3:nbo_charge:R:1
O -0.601459 0.883985 1.283506 0.0 0.0 0.1 -0.3922
N -1.710722 1.052446 0.806579 0.3 0.4 0.4 0.4983
O -2.372790 2.057068 0.939328 -0.1 0.2 0.1 -0.3598
C -2.261233 -0.016303 0.037062 -0.1 -0.9 -0.9 -0.0788
Cl -3.896562 0.209787 -0.438232 0.3 -0.2 0.0 0.0829
C -1.549278 -1.116653 -0.340973 -0.9 0.7 0.2 0.4349
F -2.269219 -2.018024 -1.043687 0.2 0.3 0.1 -0.3042
C -0.264417 -1.665748 0.004406 0.8 -0.3 0.1 -0.3151
C 0.967837 -1.196798 0.283980 -0.5 -0.4 -0.1 -0.0753
C 1.630339 0.082779 0.179755 0.3 0.4 -0.4 -0.2674
C 1.794900 0.830033 -0.919227 -0.4 -0.4 0.5 -0.3115
S 2.734515 2.282359 -1.023747 0.1 0.3 -0.3 0.0750
H -0.364449 -2.747037 0.054245 0.0 0.0 0.1 0.2361
H 1.638101 -1.949604 0.689646 0.0 -0.2 -0.1 0.2109
H 2.198898 0.339222 1.067837 0.0 0.1 0.0 0.2181
H 1.328140 0.575115 -1.858959 -0.1 -0.2 -0.1 0.2248
H 2.997397 2.397366 0.278474 0.0 0.0 0.2 0.1231
```
Forces are in eV/Å.



(2)
Computed, not measured: an isolated molecule of C3H7NO3, with the ωB97M-V functional and the def2-TZVPD basis.

Values from the calculation:
ΔE to the lowest compared entry with this formula, charge and spin (kcal per mole): 32.9
Orbital gap (hartree): 0.3701
HOMO (eV): -9.35
Structure (SMILES): N[C@H](CO)C(=O)O
Total energy (eV): -10856.941

```
14
Properties=species:S:1:pos:R:3:forces:R:3:nbo_charge:R:1
N -0.092928 -1.635758 -0.565618 -0.5 -0.3 -0.3 -0.8438
C 0.221030 -0.369948 0.053523 -0.2 -0.5 0.1 -0.1861
C -1.062897 0.297512 0.570702 0.0 -0.4 -0.1 -0.0639
O -1.026989 0.411561 1.993795 0.0 0.4 -0.5 -0.7150
C 0.941127 0.485220 -0.953845 0.4 -0.1 -0.2 0.7903
O 1.186540 0.138211 -2.074230 0.2 0.0 -0.1 -0.5766
O 1.362212 1.663410 -0.444835 0.0 -0.1 0.7 -0.6962
H -0.343419 -2.341897 0.107533 0.1 0.0 0.1 0.3660
H 0.572104 -1.995692 -1.234582 0.2 0.3 0.1 0.3871
H 0.902150 -0.493589 0.898361 0.1 0.3 0.2 0.2136
H -1.169854 1.249085 0.041451 -0.2 0.2 0.4 0.1716
H -1.900100 -0.351386 0.293164 0.1 0.1 -0.2 0.1819
H -1.754077 1.001063 2.217059 0.1 0.0 0.3 0.4706
H 2.165101 1.942207 -0.902477 -0.2 0.1 -0.4 0.5004
```
Forces are in eV/Å.



(3)
Computed, not measured: a cluster of 8 separate species, C20H48O12S6 in total in a non-equilibrium geometry, with the ωB97M-V functional and the def2-TZVPD basis.

Values from the calculation:
ΔE to the lowest compared entry with this formula, charge and spin (kcal per mole): 129.0
Orbital gap (hartree): 0.3314
HOMO (eV): -8.80
Total energy (eV): -111090.354

```
86
Properties=species:S:1:pos:R:3:forces:R:3:lowdin_charge:R:1
C -26.759026 18.917897 -19.984550 -0.6 -0.5 -1.4 -0.0146
C -25.635858 17.961674 -19.806124 -0.9 -0.7 0.9 -0.3817
C -24.403221 18.099436 -20.649442 0.0 0.2 -1.5 -0.0635
O -23.532440 18.853755 -19.834762 2.2 0.5 -2.5 0.1103
C -23.937157 18.942942 -18.644175 -0.2 -0.5 6.6 -0.5364
O -23.328066 19.397869 -17.655785 -2.1 -1.0 -3.4 0.1000
O -25.147448 18.239386 -18.539242 2.5 1.4 2.5 0.0486
H -27.481730 18.806766 -19.176189 0.3 0.3 0.1 0.0971
H -27.271198 18.578875 -20.885025 -0.3 0.7 -0.3 0.0926
H -26.344465 19.921898 -20.075058 -0.4 0.1 0.0 0.1026
H -25.980837 16.935670 -19.678117 -0.2 -0.1 -0.8 0.1592
H -24.463319 18.724143 -21.540651 -0.6 -0.4 -0.2 0.1457
H -23.978775 17.128626 -20.905324 0.3 0.1 0.1 0.1403
C -20.255306 21.060708 -35.879898 -1.3 0.9 -0.4 -0.0168
C -21.473920 20.147892 -35.999245 0.6 -1.6 1.0 -0.2947
C -21.132067 18.653877 -36.208885 -0.4 -0.6 -0.9 -0.0736
O -21.913921 17.910567 -35.248203 -0.5 0.8 -0.7 0.0565
C -22.566923 18.773591 -34.452736 -1.1 -1.8 4.3 -0.4688
O -23.231636 18.349218 -33.442116 2.6 2.7 -4.8 0.0573
O -22.222738 20.055992 -34.777281 -0.9 -0.6 1.9 0.0559
H -19.704471 21.166423 -36.814515 -0.1 -0.5 -0.1 0.0874
H -19.550495 20.869695 -35.070669 -0.4 -0.2 0.1 0.0955
H -20.757780 22.022669 -35.778615 0.6 0.4 0.5 0.0836
H -22.274101 20.551784 -36.619470 0.8 -0.1 -1.0 0.1556
H -20.120782 18.273660 -36.064536 0.3 0.8 0.1 0.1354
H -21.410985 18.387040 -37.228249 -0.2 -0.4 0.1 0.1266
C -25.847127 15.751400 -27.922783 1.4 0.4 -0.1 -0.2521
S -24.460487 16.856331 -27.494124 0.8 1.4 3.2 0.8332
O -24.737519 17.341024 -26.037087 0.2 -0.9 -2.5 -0.6195
C -22.976405 15.709265 -27.338941 -1.5 -0.4 -0.5 -0.2390
H -25.947179 15.790446 -29.007483 0.2 -0.5 0.0 0.0439
H -26.732689 16.233454 -27.508668 0.2 -0.4 0.4 0.0523
H -25.478667 14.815698 -27.502298 -1.1 -0.3 -0.2 0.0435
H -22.928035 15.306088 -28.350485 0.7 0.0 -0.1 0.0398
H -23.131010 14.863477 -26.668984 -0.5 0.1 0.2 0.0466
H -22.073450 16.205529 -26.983286 -0.3 0.5 -0.5 0.0500
C -26.298851 22.159707 -27.520086 -0.5 -0.7 0.2 -0.2548
S -27.607959 23.472369 -27.428663 1.1 -1.1 -2.5 0.8422
O -27.485627 24.027128 -28.828606 -0.5 0.3 1.0 -0.5892
C -29.111290 22.467544 -27.430665 -0.7 -0.2 1.2 -0.2828
H -26.233969 21.646682 -26.560562 0.5 0.3 0.1 0.0429
H -25.372221 22.536802 -27.952847 0.0 0.9 0.9 0.0501
H -26.435346 21.366279 -28.254888 -1.2 0.0 -0.2 0.0448
H -29.954377 23.141083 -27.276860 0.1 0.5 -0.7 0.0436
H -29.218357 21.921666 -26.493302 0.7 -0.4 0.2 0.0453
H -29.318895 21.778172 -28.249056 0.5 0.3 -0.3 0.0596
C -18.711647 19.455757 -23.716873 -0.4 -1.3 2.0 -0.2770
S -17.026437 18.823392 -24.082603 -0.5 2.3 -0.4 0.8349
O -16.539175 19.867625 -25.053658 0.5 -1.1 0.4 -0.5888
C -16.170905 19.276211 -22.456752 -0.8 0.5 -0.9 -0.2341
H -18.887441 18.942752 -22.771349 -0.4 -0.4 0.3 0.0273
H -19.529557 19.119749 -24.354239 0.6 -0.1 -0.5 0.0465
H -18.913467 20.482567 -23.411859 1.0 0.4 -0.6 0.0611
H -15.104115 19.199216 -22.666801 -0.1 -0.2 0.0 0.0417
H -16.471801 18.745507 -21.553465 0.0 -0.3 -0.3 0.0459
H -16.441503 20.327137 -22.354600 0.2 0.1 0.1 0.0423
C -34.333770 17.368271 -23.550079 0.2 0.2 -0.8 -0.2751
S -32.561940 17.124202 -23.794015 1.1 1.4 0.6 0.8233
O -31.895636 18.012655 -22.733842 -1.0 -1.2 -1.6 -0.5797
C -32.438312 17.992311 -25.412068 -0.8 -0.4 -0.5 -0.2695
H -34.934631 17.070666 -24.409439 0.2 -0.5 -0.1 0.0515
H -34.449969 18.451722 -23.523157 -0.2 -0.1 0.9 0.0544
H -34.591630 16.767265 -22.678072 -0.2 0.6 0.1 0.0500
H -32.991917 17.460282 -26.185746 -0.1 -0.7 0.2 0.0438
H -31.424146 18.017865 -25.810724 0.1 0.3 0.6 0.0480
H -32.975994 18.940098 -25.438405 0.6 0.4 0.6 0.0529
C -29.743233 17.768181 -33.042530 -1.1 -0.1 0.5 -0.2745
S -29.985172 19.567042 -32.808212 0.9 0.9 1.6 0.8301
O -30.911263 19.845028 -31.648104 0.2 -0.8 -1.1 -0.5815
C -28.358668 19.941944 -31.999813 1.0 -0.6 -0.3 -0.2592
H -30.699851 17.338801 -33.340220 -0.3 0.4 -0.3 0.0409
H -29.613678 17.304975 -32.064389 0.8 0.0 -0.1 0.0507
H -29.056276 17.503080 -33.846208 0.4 0.3 0.4 0.0549
H -28.122143 19.305588 -31.147044 -0.9 -0.3 0.2 0.0455
H -28.245946 20.965335 -31.641976 -0.7 0.1 -0.3 0.0488
H -27.475129 19.743125 -32.606405 -0.2 0.1 -0.8 0.0442
C -18.292836 11.261086 -25.621172 1.9 -0.2 -0.3 -0.2269
S -17.693752 11.132937 -27.431949 -2.4 1.1 1.7 0.8253
O -18.196835 12.506562 -27.833792 1.3 -1.0 -0.6 -0.5942
C -15.866162 11.078011 -27.295788 -0.5 0.9 0.9 -0.2664
H -17.826221 12.176321 -25.256866 0.2 0.1 -0.2 0.0383
H -17.864713 10.444196 -25.040225 -0.4 -0.2 0.1 0.0341
H -19.357386 11.437468 -25.467159 0.0 -0.6 -0.8 0.0466
H -15.527497 11.978970 -26.784240 0.0 0.5 -0.7 0.0507
H -15.602209 10.982101 -28.348988 0.5 0.1 0.3 0.0414
H -15.428713 10.327326 -26.637594 -0.6 -0.7 -0.4 0.0512
```
Forces are in eV/Å.